Molecular formula: C2H5NO3S3
Method: DFT, the ωB97M-V functional and the def2-TZVPD basis

```
14
Properties=species:S:1:pos:R:3:mulliken_charge:R:1
C -0.426 -0.469 0.362 0.281
C 1.055 -0.879 0.415 -0.806
N 1.514 -1.368 -0.826 -0.415
O -1.887 1.803 1.054 -0.515
O 0.546 2.036 0.512 -0.510
O -1.071 1.509 -1.322 -0.476
S -1.572 -1.697 0.324 0.095
S -3.075 -0.787 -0.352 -0.217
S -0.912 1.314 0.081 0.940
H 1.130 -1.595 1.236 0.338
H 1.549 0.062 0.746 0.417
H 1.717 -0.760 -1.612 0.236
H 1.016 -2.201 -0.932 0.251
H 0.416 3.032 0.314 0.382
```

The LUMO energy (alpha / beta) is -1.43 / -1.68 eV. The value obtained for the HOMO energy (alpha / beta) is -8.9 / -8.9 eV. For the total energy, the calculation gives -1554.1441 Eh. The relative energy (zero: lowest compared OMol25 entry of this formula, charge and spin) comes out at 63.3 kJ/mol.